Record 1
ORCA calculation (ωB97M-V/def2-TZVPD) on a structure of composition C35H42N6OS3Si2Ti.

Calculated values
molecular weight	763.0	g/mol
Kohn-Sham gap (alpha / beta)	3.5 / 3.5	eV
net charge	-2
HOMO level (alpha / beta)	0.572 / 0.543	eV

Last column: Löwdin charge in e.
CARTESIAN COORDINATES (ANGSTROEM)
Ti (0.232, 0.688, 0.260)  0.788
C (2.511, 4.461, -0.072)  -0.080
C (2.233, 2.984, -0.082)  -0.321
N (1.042, 2.507, 0.392)  -0.182
N (0.233, 3.469, 0.975)  -0.067
C (-1.016, 3.325, 0.705)  -1.083
S (-1.691, 2.118, -0.374)  0.608
S (-2.090, 4.438, 1.588)  0.853
C (-3.059, 5.053, 0.176)  -0.466
C (-2.272, 6.003, -0.677)  -0.291
C (-1.329, 5.521, -1.585)  -0.043
C (-0.555, 6.401, -2.327)  -0.083
C (-0.717, 7.773, -2.186)  -0.116
C (-1.661, 8.261, -1.294)  -0.111
C (-2.428, 7.379, -0.544)  -0.064
C (3.243, 2.069, -0.480)  -0.151
C (4.587, 2.502, -0.653)  -0.069
C (5.621, 1.641, -0.961)  -0.154
C (5.376, 0.278, -1.123)  -0.149
C (4.068, -0.179, -1.000)  -0.054
C (3.007, 0.674, -0.715)  -0.307
O (1.750, 0.165, -0.749)  -0.259
H (1.580, 5.027, -0.080)  0.051
H (3.101, 4.752, -0.947)  0.060
H (3.070, 4.790, 0.819)  0.072
H (-3.933, 5.545, 0.604)  0.065
H (-3.389, 4.181, -0.391)  0.040
H (-1.194, 4.450, -1.689)  0.076
H (0.188, 6.009, -3.009)  0.102
H (-0.107, 8.457, -2.763)  0.088
H (-1.795, 9.330, -1.174)  0.088
H (-3.152, 7.763, 0.166)  0.103
H (4.814, 3.548, -0.497)  0.079
H (6.629, 2.032, -1.058)  0.077
H (6.179, -0.414, -1.348)  0.072
H (3.845, -1.229, -1.152)  0.087
C (1.431, -0.530, 4.744)  -0.179
Si (0.905, 0.803, 3.499)  0.399
C (2.540, 1.532, 2.946)  -0.165
C (0.000, 2.147, 4.468)  -0.170
N (-0.046, 0.178, 2.200)  -0.157
C (-1.037, -0.785, 2.406)  -0.316
C (-1.632, -1.077, 3.630)  -0.091
C (-2.576, -2.098, 3.775)  -0.153
C (-2.946, -2.838, 2.669)  -0.144
C (-2.409, -2.524, 1.420)  -0.066
C (-1.491, -1.484, 1.244)  -0.335
N (-0.989, -1.058, 0.030)  -0.173
Si (-1.755, -1.391, -1.460)  0.342
C (-1.843, -3.217, -1.990)  -0.183
C (-3.548, -0.805, -1.535)  -0.180
C (-0.797, -0.543, -2.841)  -0.185
H (1.843, -0.041, 5.633)  0.019
H (2.224, -1.140, 4.300)  0.029
H (0.631, -1.196, 5.065)  -0.003
H (3.191, 1.609, 3.825)  0.026
H (2.439, 2.521, 2.501)  0.020
H (3.039, 0.891, 2.214)  0.035
H (0.647, 2.570, 5.244)  0.019
H (-0.910, 1.775, 4.945)  0.015
H (-0.283, 2.954, 3.786)  0.002
H (-1.363, -0.489, 4.500)  0.076
H (-3.007, -2.302, 4.749)  0.081
H (-3.657, -3.652, 2.760)  0.084
H (-2.716, -3.102, 0.556)  0.075
H (-2.679, -3.744, -1.523)  0.014
H (-0.937, -3.774, -1.745)  -0.029
H (-1.990, -3.265, -3.075)  0.018
H (-4.109, -1.215, -0.691)  0.021
H (-4.030, -1.135, -2.461)  0.018
H (-3.610, 0.284, -1.475)  -0.012
H (0.235, -0.898, -2.897)  0.016
H (-0.756, 0.539, -2.698)  -0.001
H (-1.282, -0.739, -3.803)  0.021
N (1.748, -2.810, -0.920)  0.114
C (1.271, -3.550, 0.109)  -0.674
N (1.086, -3.134, 1.308)  0.139
C (0.530, -4.123, 2.095)  -0.302
C (0.122, -3.954, 3.414)  -0.017
C (-0.442, -5.023, 4.089)  -0.096
C (-0.610, -6.262, 3.468)  -0.123
C (-0.225, -6.443, 2.148)  -0.121
C (0.337, -5.369, 1.474)  -0.487
S (0.872, -5.264, -0.180)  1.018
H (1.691, -1.791, -0.810)  0.058
H (1.508, -3.134, -1.842)  0.082
H (0.222, -2.980, 3.871)  0.088
H (-0.777, -4.887, 5.110)  0.096
H (-1.061, -7.083, 4.012)  0.085
H (-0.372, -7.395, 1.653)  0.093

***

Record 2
ORCA calculation (ωB97M-V/def2-TZVPD) on a structure of composition C35H42N7O2PtSi.

Calculated values
molecular weight	815.9	g/mol
Kohn-Sham gap	6.9	eV
net charge	+1
HOMO level	-10.742	eV

Last column: Löwdin charge in e.
CARTESIAN COORDINATES (ANGSTROEM)
Pt (-0.071, -0.088, 0.862)  1.237
N (-4.247, 0.218, 0.354)  0.154
C (-2.941, 0.434, 0.247)  -0.097
N (-2.061, -0.215, 0.952)  -0.042
C (-2.430, -1.210, 1.867)  -0.249
N (-1.540, -1.873, 2.538)  0.123
N (-0.266, -1.460, 2.205)  -0.195
C (0.788, -1.948, 2.748)  -0.033
C (2.040, -1.421, 2.202)  -0.245
C (3.284, -1.853, 2.613)  0.003
C (4.414, -1.337, 1.988)  -0.024
C (4.257, -0.429, 0.961)  -0.004
C (2.977, -0.033, 0.593)  -0.059
N (1.899, -0.491, 1.215)  -0.036
C (-3.854, -1.465, 2.020)  -0.081
C (-4.346, -2.421, 2.915)  0.003
C (-5.703, -2.630, 3.022)  -0.047
C (-6.591, -1.890, 2.237)  -0.042
C (-6.126, -0.945, 1.347)  0.000
C (-4.754, -0.735, 1.244)  -0.158
H (-4.881, 0.759, -0.214)  0.172
H (-2.562, 1.174, -0.453)  0.121
H (0.743, -2.698, 3.527)  0.142
H (3.366, -2.586, 3.403)  0.126
H (5.400, -1.656, 2.297)  0.121
H (5.105, -0.017, 0.434)  0.122
H (2.810, 0.659, -0.219)  0.100
H (-3.642, -2.984, 3.510)  0.119
H (-6.084, -3.365, 3.716)  0.116
H (-7.655, -2.056, 2.330)  0.118
H (-6.811, -0.370, 0.737)  0.123
C (-1.441, 3.549, -2.406)  -0.088
C (-0.686, 4.002, -1.153)  -0.606
C (-1.668, 4.096, 0.022)  -0.090
C (-0.092, 5.393, -1.403)  -0.086
Si (0.642, 2.723, -0.746)  0.459
O (-0.109, 1.293, -0.564)  -0.499
C (1.598, 3.156, 0.817)  -0.227
C (2.922, 3.604, 0.785)  -0.091
C (3.635, 3.844, 1.952)  -0.081
C (3.038, 3.632, 3.187)  -0.085
C (1.723, 3.192, 3.246)  -0.084
C (1.015, 2.966, 2.074)  -0.125
C (1.888, 2.514, -2.142)  -0.221
C (2.679, 3.545, -2.663)  -0.106
C (3.590, 3.314, -3.682)  -0.079
C (3.735, 2.036, -4.207)  -0.085
C (2.964, 0.998, -3.707)  -0.082
C (2.053, 1.237, -2.687)  -0.107
H (-2.223, 4.271, -2.661)  0.087
H (-1.917, 2.575, -2.258)  0.062
H (-0.777, 3.456, -3.268)  0.084
H (-2.520, 4.729, -0.246)  0.087
H (-1.199, 4.534, 0.905)  0.080
H (-2.054, 3.113, 0.310)  0.048
H (-0.892, 6.133, -1.497)  0.087
H (0.484, 5.421, -2.328)  0.070
H (0.557, 5.714, -0.585)  0.082
H (3.419, 3.754, -0.166)  0.090
H (4.656, 4.198, 1.897)  0.104
H (3.590, 3.817, 4.100)  0.103
H (1.249, 3.030, 4.206)  0.102
H (-0.005, 2.598, 2.145)  0.080
H (2.589, 4.551, -2.269)  0.096
H (4.189, 4.129, -4.067)  0.105
H (4.447, 1.853, -5.001)  0.103
H (3.069, 0.000, -4.115)  0.102
H (1.450, 0.420, -2.304)  0.091
C (1.721, -4.648, 0.398)  -0.049
N (0.465, -4.749, -0.313)  -0.145
C (-0.409, -5.822, 0.116)  -0.058
C (0.021, -3.647, -1.005)  -0.512
O (0.505, -2.532, -0.837)  -0.002
N (-1.014, -3.857, -1.885)  -0.147
C (-1.126, -5.067, -2.683)  -0.055
C (-1.641, -2.682, -2.460)  -0.048
H (2.322, -5.544, 0.230)  0.095
H (1.556, -4.555, 1.479)  0.079
H (2.263, -3.774, 0.048)  0.083
H (-0.415, -5.872, 1.210)  0.089
H (-0.083, -6.794, -0.262)  0.094
H (-1.427, -5.641, -0.215)  0.083
H (-0.316, -5.753, -2.450)  0.086
H (-1.053, -4.809, -3.742)  0.092
H (-2.078, -5.578, -2.522)  0.091
H (-1.471, -1.828, -1.808)  0.067
H (-2.713, -2.860, -2.576)  0.089
H (-1.223, -2.445, -3.443)  0.097

***

Record 3
ORCA calculation (ωB97M-V/def2-TZVPD) on a structure of composition C35H42N7O2PtSi.

Calculated values
molecular weight	815.9	g/mol
Kohn-Sham gap	6.9	eV
net charge	+1
HOMO level	-10.723	eV

Last column: Löwdin charge in e.
CARTESIAN COORDINATES (ANGSTROEM)
Pt (0.125, 0.681, 1.680)  1.235
N (-4.062, 0.779, 1.128)  0.150
C (-2.768, 1.061, 1.030)  -0.092
N (-1.861, 0.444, 1.728)  -0.042
C (-2.190, -0.583, 2.630)  -0.248
N (-1.274, -1.203, 3.306)  0.123
N (-0.018, -0.724, 2.993)  -0.197
C (1.055, -1.189, 3.512)  -0.037
C (2.286, -0.591, 2.990)  -0.242
C (3.545, -0.988, 3.387)  0.005
C (4.656, -0.406, 2.786)  -0.023
C (4.466, 0.538, 1.797)  -0.001
C (3.171, 0.901, 1.445)  -0.064
N (2.111, 0.369, 2.039)  -0.033
C (-3.598, -0.917, 2.762)  -0.082
C (-4.049, -1.919, 3.628)  0.003
C (-5.393, -2.201, 3.715)  -0.047
C (-6.311, -1.488, 2.940)  -0.042
C (-5.888, -0.498, 2.079)  0.000
C (-4.528, -0.216, 1.993)  -0.159
H (-4.720, 1.296, 0.565)  0.172
H (-2.427, 1.833, 0.347)  0.129
H (1.040, -1.979, 4.252)  0.141
H (3.654, -1.746, 4.151)  0.126
H (5.653, -0.699, 3.084)  0.121
H (5.298, 1.005, 1.291)  0.123
H (2.978, 1.628, 0.671)  0.094
H (-3.322, -2.457, 4.220)  0.119
H (-5.742, -2.973, 4.386)  0.116
H (-7.366, -1.713, 3.014)  0.118
H (-6.597, 0.055, 1.477)  0.123
C (-1.215, 4.351, -1.656)  -0.089
C (-0.366, 4.803, -0.464)  -0.608
C (-1.274, 5.037, 0.750)  -0.093
C (0.336, 6.119, -0.814)  -0.085
Si (0.868, 3.433, -0.046)  0.461
O (0.026, 2.076, 0.261)  -0.502
C (1.911, 3.896, 1.460)  -0.236
C (3.249, 4.285, 1.362)  -0.098
C (4.014, 4.544, 2.492)  -0.081
C (3.454, 4.414, 3.755)  -0.084
C (2.124, 4.035, 3.879)  -0.080
C (1.366, 3.783, 2.744)  -0.122
C (2.026, 3.048, -1.480)  -0.220
C (2.873, 3.979, -2.093)  -0.104
C (3.719, 3.612, -3.129)  -0.079
C (3.742, 2.297, -3.576)  -0.085
C (2.913, 1.356, -2.984)  -0.081
C (2.064, 1.730, -1.950)  -0.100
H (-1.953, 5.119, -1.910)  0.087
H (-1.752, 3.423, -1.439)  0.061
H (-0.602, 4.169, -2.542)  0.083
H (-2.071, 5.743, 0.494)  0.087
H (-0.719, 5.458, 1.591)  0.078
H (-1.743, 4.110, 1.095)  0.060
H (-0.404, 6.917, -0.939)  0.087
H (0.890, 6.042, -1.750)  0.069
H (1.028, 6.434, -0.028)  0.082
H (3.715, 4.372, 0.386)  0.092
H (5.049, 4.846, 2.387)  0.105
H (4.047, 4.615, 4.637)  0.104
H (1.677, 3.940, 4.861)  0.103
H (0.332, 3.478, 2.864)  0.083
H (2.879, 5.011, -1.761)  0.094
H (4.362, 4.352, -3.589)  0.105
H (4.402, 2.010, -4.384)  0.103
H (2.924, 0.330, -3.329)  0.101
H (1.414, 0.988, -1.496)  0.083
C (1.745, -3.976, 1.268)  -0.051
N (0.632, -3.947, 0.344)  -0.145
C (-0.384, -4.958, 0.570)  -0.056
C (0.384, -2.771, -0.328)  -0.509
O (0.916, -1.711, -0.010)  -0.001
N (-0.510, -2.839, -1.372)  -0.146
C (-0.562, -3.976, -2.278)  -0.054
C (-0.927, -1.578, -1.958)  -0.048
H (2.261, -4.936, 1.196)  0.095
H (1.407, -3.853, 2.304)  0.079
H (2.437, -3.174, 1.026)  0.083
H (-0.563, -5.060, 1.645)  0.089
H (-0.080, -5.935, 0.184)  0.093
H (-1.319, -4.671, 0.100)  0.083
H (0.130, -4.750, -1.963)  0.085
H (-0.271, -3.654, -3.281)  0.092
H (-1.566, -4.403, -2.337)  0.091
H (-0.862, -0.790, -1.211)  0.065
H (-1.954, -1.670, -2.317)  0.090
H (-0.290, -1.295, -2.802)  0.096